Density functional theory data (ωB97M-V with the def2-TZVPD basis set) for a molecular structure, C9H18ClIN2OPPd at a distorted geometry.

Geometry as XYZ:
```
34
Properties=species:S:1:pos:R:3:lowdin_charge:R:1
C 2.8464 -1.5144 -0.7971 -0.14
I 3.6105 0.9120 -1.4389 1.41
H 2.1074 -1.9470 -1.4843 0.12
H 3.3318 -2.3109 -0.2286 0.14
H 3.7499 -1.1857 -1.4317 0.00
Pd -1.2457 0.6718 0.1920 0.54
P -0.6235 0.3978 -2.0387 0.72
C 0.7861 0.7376 -3.0971 -0.33
C -1.2775 -1.1391 -2.8405 -0.23
H -2.7943 1.4382 -2.0996 0.04
H -1.8180 1.8549 -3.6284 0.09
H -1.4464 2.6467 -2.0091 0.06
C -1.8144 1.7364 -2.5274 -0.23
H -2.2257 -1.4021 -2.3529 0.00
H -1.3854 -0.9527 -3.9239 0.08
H 0.4203 0.9722 -4.0943 0.08
H 1.4661 -0.1067 -3.1305 0.01
H -0.5319 -1.9269 -2.6695 0.05
H 1.3290 1.6084 -2.7435 -0.02
C 2.2415 -0.3357 -0.0861 -0.48
O 1.6965 0.1220 0.9266 0.03
Cl -3.0747 -0.6284 -0.0523 0.07
C 0.7575 0.5595 5.3391 0.04
N 0.0306 0.0758 4.1698 -0.04
C -0.7919 -1.0497 4.1448 0.16
C -1.2897 -1.1448 2.8698 0.06
N -0.8532 -0.0353 2.1749 -0.06
C -0.0287 0.6764 2.9431 -0.02
H 0.0657 0.8713 6.1518 0.14
H 1.4412 -0.2190 5.7302 0.13
H 1.3671 1.4174 5.0327 0.11
H -0.8328 -1.7627 4.9620 0.18
H -2.0311 -1.7937 2.4302 0.13
H 0.5244 1.5909 2.7127 0.17
```

Values from the calculation:
* energy relative to the best compared isomer or geometry (same formula, charge and spin): 1.8744 eV
* 2S+1: 5
* net charge: +3
* highest occupied orbital energy (spin up / spin down): -0.671 / -0.695 hartree
* F_max: 7.08 eV Å⁻¹
* electronic energy: -48009.6435 eV